Entry 1:
16
Properties=species:S:1:pos:R:3:forces:R:3:lowdin_charge:R:1 method="wB97M-V/def2-TZVPD" de_lowest_kcal_mol=48.42 smiles="C[C@@H](O)C/N=C/O" homo_ev=-9.80 lumo_ev=0.99
C 1.2601 -0.6683 1.8256 0.0505 -0.0370 0.0551 -0.055
C 0.7992 0.1385 0.6299 -0.1469 -0.0194 0.3540 -0.454
O 1.5774 -0.2601 -0.4834 0.0063 0.1251 -0.2152 -0.037
C -0.6853 -0.1070 0.3503 0.0349 -0.4009 0.2056 -0.202
N -1.0838 0.6230 -0.7994 0.0446 -0.4674 0.1475 -0.009
C -1.4106 0.1785 -1.9464 0.2678 -0.0543 0.9048 -0.278
O -1.7148 1.2049 -2.7328 0.1192 0.5344 0.4606 0.005
H 0.6937 -0.3901 2.7209 0.0947 -0.0409 -0.1295 0.084
H 2.3227 -0.4959 2.0117 -0.1159 -0.0254 0.0036 0.082
H 1.1117 -1.7358 1.6316 0.0363 0.1248 0.0444 0.085
H 0.9474 1.2141 0.8255 -0.0689 -0.1839 -0.0594 0.144
H 1.2971 0.2854 -1.2311 0.1014 -0.1290 0.0784 0.085
H -0.8604 -1.1781 0.2137 0.0967 -0.1721 0.1936 0.126
H -1.2859 0.2536 1.1957 0.1677 -0.1742 -0.0358 0.127
H -1.4699 -0.8466 -2.3256 -0.0092 0.2779 0.1042 0.152
H -1.4986 1.7840 -1.8861 -0.6791 0.6422 -2.1118 0.147



Entry 2:
88
Properties=species:S:1:pos:R:3:forces:R:3:lowdin_charge:R:1 method="wB97M-V/def2-TZVPD" total_charge=+1 de_lowest_kcal_mol=37.75 homo_ev="-8.68 / -8.79" lumo_ev="-4.55 / -4.43"
W -0.0623 0.4763 -0.5770 0.4544 0.4645 -0.3931 1.510
O -1.2616 0.6829 -1.9436 -0.1712 0.3390 0.1126 -0.346
C -2.6372 0.6622 -2.3199 -0.0904 -0.2825 -0.1070 -0.398
C -3.2297 -0.3747 -1.3634 -0.0190 0.0526 -0.0033 -0.057
C -3.1599 0.0926 0.0651 0.0922 -0.0999 -0.0312 -0.207
C -4.3538 0.1585 0.7549 -0.0711 0.0269 0.0265 0.015
C -4.3801 0.5822 2.0685 0.0431 -0.0013 -0.0250 0.008
C -3.1831 0.9162 2.6587 -0.0827 0.0436 0.0333 -0.005
C -1.9952 0.8389 1.9485 0.0680 0.1788 -0.0968 -0.212
C -0.7569 1.2742 2.6944 -0.0356 -0.0366 0.0412 -0.039
C 0.4854 0.4237 2.4699 -0.0270 0.1987 0.0412 -0.371
O 0.6949 0.6130 1.0460 0.0301 -0.5001 0.2270 -0.402
C 0.3144 -1.0653 2.7219 0.0561 0.0173 -0.0636 -0.173
C -0.7943 -1.5940 3.3718 -0.0056 0.0126 -0.0196 -0.024
C -0.8869 -2.9631 3.6000 -0.0061 -0.0038 0.0103 -0.067
C 0.1311 -3.8067 3.1844 0.0114 -0.0051 0.0013 -0.076
C 1.2467 -3.2779 2.5444 0.0103 0.0048 0.0133 -0.061
C 1.3428 -1.9155 2.3155 -0.0111 0.0116 0.0379 -0.031
C 1.6650 1.0189 3.2191 -0.0178 -0.0304 -0.0096 -0.168
C 1.9739 0.5447 4.4886 -0.0164 0.0199 0.0079 -0.018
C 3.0120 1.1167 5.2093 -0.0060 -0.0004 -0.0062 -0.062
C 3.7504 2.1530 4.6579 0.0009 0.0016 -0.0011 -0.065
C 3.4464 2.6209 3.3877 -0.0007 0.0008 -0.0075 -0.054
C 2.4013 2.0618 2.6692 0.0035 -0.0281 0.0003 -0.037
N -1.9737 0.4457 0.6446 -0.0813 -0.1449 0.1175 0.083
C -2.6734 0.2383 -3.7793 0.0372 0.0331 0.0152 -0.166
C -2.0446 1.0723 -4.7011 0.0041 -0.0134 -0.0190 -0.010
C -2.0153 0.7342 -6.0421 -0.0037 0.0052 0.0180 -0.052
C -2.6256 -0.4368 -6.4769 -0.0035 -0.0049 0.0048 -0.067
C -3.2572 -1.2649 -5.5649 -0.0070 -0.0047 -0.0158 -0.064
C -3.2775 -0.9317 -4.2150 -0.0039 0.0077 0.0088 -0.028
C -3.2923 2.0191 -2.1016 0.0597 -0.0225 0.0087 -0.162
C -4.5713 2.2115 -2.6174 -0.0140 -0.0157 0.0420 -0.014
C -5.2530 3.3919 -2.3724 -0.0154 -0.0050 -0.0145 -0.055
C -4.6595 4.3979 -1.6208 0.0017 0.0069 0.0051 -0.068
C -3.3806 4.2173 -1.1207 0.0043 -0.0061 -0.0058 -0.056
C -2.6989 3.0291 -1.3567 -0.0189 0.0200 -0.0662 -0.035
H -2.6959 -1.3183 -1.4972 0.0301 -0.0013 0.0138 0.125
H -4.2766 -0.5435 -1.6052 0.0023 -0.0175 -0.0015 0.129
H -5.2652 -0.1143 0.2433 0.0086 -0.0086 -0.0059 0.130
H -5.3103 0.6450 2.6167 -0.0029 0.0041 -0.0003 0.130
H -3.1472 1.2436 3.6882 0.0105 0.0051 -0.0041 0.132
H -0.9892 1.3124 3.7574 0.0013 -0.0107 -0.0009 0.141
H -0.4907 2.2944 2.4011 -0.0143 0.0040 0.0024 0.153
H -1.5872 -0.9524 3.7343 0.0260 -0.0344 0.0078 0.106
H -1.7470 -3.3622 4.1218 0.0008 -0.0017 0.0004 0.109
H 0.0655 -4.8698 3.3777 0.0005 0.0010 -0.0008 0.109
H 2.0571 -3.9262 2.2348 -0.0026 0.0002 0.0000 0.116
H 2.2134 -1.4995 1.8152 0.0241 0.0069 -0.0121 0.063
H 1.4162 -0.2811 4.9135 0.0072 0.0017 0.0080 0.120
H 3.2518 0.7404 6.1948 -0.0002 0.0015 0.0003 0.108
H 4.5716 2.5873 5.2124 -0.0002 0.0014 -0.0016 0.110
H 4.0386 3.4080 2.9409 -0.0018 0.0000 -0.0001 0.112
H 2.2050 2.4017 1.6610 -0.0008 0.0044 -0.0059 0.089
H -1.5759 1.9886 -4.3611 0.0005 0.0025 -0.0028 0.129
H -1.5217 1.3855 -6.7508 -0.0002 -0.0005 -0.0016 0.113
H -2.6093 -0.6987 -7.5263 -0.0002 -0.0014 -0.0007 0.111
H -3.7380 -2.1747 -5.8990 0.0008 0.0006 -0.0007 0.109
H -3.7782 -1.5962 -3.5226 0.0029 -0.0013 -0.0032 0.108
H -5.0279 1.4391 -3.2263 -0.0035 0.0158 0.0026 0.128
H -6.2448 3.5328 -2.7811 0.0028 0.0016 -0.0001 0.112
H -5.1875 5.3245 -1.4408 -0.0009 -0.0011 0.0019 0.111
H -2.9008 5.0056 -0.5555 -0.0018 0.0014 0.0008 0.111
H -1.6861 2.9258 -0.9903 -0.0004 0.0146 0.0090 0.054
O 2.1313 -4.3124 -2.4242 -0.0011 -0.0003 -0.0186 0.129
C 1.3682 -3.4204 -1.7945 -0.0436 0.0141 0.0344 -0.265
C 0.3001 -3.8124 -0.9463 0.0267 -0.0485 -0.0374 0.047
C -0.4573 -2.8749 -0.3070 -0.0651 0.0256 0.0519 -0.074
N -0.1583 -1.5809 -0.5373 0.0509 -0.0195 -0.0732 -0.088
C 0.8566 -1.2128 -1.2887 -0.0873 -0.1150 0.0051 -0.334
Br 1.2055 2.3427 -1.4468 -0.1482 -0.1271 0.0473 0.321
C 1.6749 -2.0769 -1.9712 0.0684 0.0381 -0.0729 0.021
H 1.8772 -5.2196 -2.2160 0.0013 -0.0005 0.0076 0.132
H 0.0968 -4.8640 -0.7887 -0.0048 0.0029 0.0150 0.133
H -1.2586 -3.1081 0.3807 0.0076 -0.0065 0.0012 0.132
H 2.5294 -1.7491 -2.5416 0.0041 -0.0111 -0.0005 0.132
F 9.2307 -0.4978 -0.0306 0.0164 -0.0004 0.0001 0.126
C 7.9022 -0.3935 -0.0350 -0.0108 0.0045 -0.0013 -0.145
C 7.2921 0.8067 0.2846 0.0049 0.0327 0.0129 -0.148
F 8.0417 1.8657 0.6008 0.0084 -0.0025 -0.0007 0.120
C 5.9135 0.9072 0.2751 0.0023 -0.0485 -0.0146 -0.246
F 5.3781 2.0936 0.5910 -0.0059 0.0273 0.0085 0.071
C 5.0868 -0.1712 -0.0379 -0.0575 -0.1347 -0.1800 -0.537
S 3.3490 -0.0420 -0.0005 -0.0196 0.1653 0.3350 0.662
C 5.7394 -1.3602 -0.3566 -0.0247 0.0012 -0.0025 -0.245
F 5.0165 -2.4481 -0.6805 0.0191 0.0039 -0.0079 0.059
C 7.1150 -1.4837 -0.3600 -0.0047 -0.0360 -0.0039 -0.150
F 7.6892 -2.6490 -0.6731 0.0061 0.0062 0.0018 0.117